(1)
13
Properties=species:S:1:pos:R:3:mulliken_charge:R:1 method="wB97M-V/def2-TZVPD" homo_lumo_gap_ev="8.250 / 4.201" de_lowest_kj_mol=0.0 total_charge=+3 multiplicity=6 e_lumo_ev="-15.93 / -20.14"
O 2.30019 1.46906 -0.01077 -0.451
C 1.45740 0.54693 -0.14045 1.338
O 1.80756 -0.60433 -0.50923 -0.495
Co 3.52240 0.14081 -0.64809 1.292
O 0.18613 0.81144 0.16557 -0.271
C -1.10519 -1.11044 0.66047 -0.929
C -0.94223 -0.00781 -0.38708 0.504
H -1.49014 -2.03526 0.21513 0.355
H -0.13400 -1.41114 1.06542 0.354
H -0.65588 -0.44155 -1.36834 0.423
H -2.02514 -0.70775 1.17676 0.368
Li -0.96730 2.52206 0.29278 0.919
O -1.95380 0.82798 -0.51219 -0.405

(2)
13
Properties=species:S:1:pos:R:3:mulliken_charge:R:1 method="wB97M-V/def2-TZVPD" homo_lumo_gap_ev="8.810 / 7.098" de_lowest_kj_mol=0.0 total_charge=+1 multiplicity=2 e_lumo_ev="-3.89 / -5.34"
O -0.28020 1.11333 -1.28473 -0.479
C 0.84232 1.43960 1.34715 0.609
C 0.61655 2.10613 -1.58637 -0.428
O 0.73602 1.83006 2.49493 -0.536
O 1.75411 2.09748 0.59022 -0.299
C 1.91296 1.84989 -0.78853 -0.142
H 0.19030 3.09568 -1.36433 0.262
H 0.91210 1.97957 -2.64399 0.302
H 2.66281 2.56840 -1.13671 0.337
H 2.29223 0.83159 -0.96248 0.189
O -0.02931 0.47402 0.90986 -0.759
Cs 0.04125 -2.19122 -0.66714 1.024
Li -1.64076 1.25809 0.23205 0.919

(3)
11
Properties=species:S:1:pos:R:3:mulliken_charge:R:1 method="wB97M-V/def2-TZVPD" homo_lumo_gap_ev="6.692 / 6.598" de_lowest_kj_mol=303.7 total_charge=0 multiplicity=2 e_lumo_ev="-2.13 / -2.22"
O 2.17350 -1.18651 0.13298 -0.625
C 2.95174 -0.12747 0.23489 1.257
O 2.27929 1.00267 0.28870 -0.629
Cu 0.70186 -0.01863 0.17658 -0.115
O 4.18816 -0.19112 0.29324 -0.603
C -1.29633 0.53765 0.15991 -0.179
C -2.25500 -0.34543 -0.28682 -0.252
H -1.67683 0.59990 -1.06868 0.200
H -1.66595 1.24087 0.91764 0.388
H -3.28844 -0.08243 -0.53637 0.294
H -2.11200 -1.42949 -0.31208 0.263

(4)
12
Properties=species:S:1:pos:R:3:mulliken_charge:R:1 method="wB97M-V/def2-TZVPD" homo_lumo_gap_ev="5.957 / 7.430" total_charge=+3 multiplicity=7 e_lumo_ev="-16.12 / -15.92"
O 1.80936 0.11745 -0.15793 -0.800
C 0.95310 -0.99184 -0.40575 -0.064
C -0.24867 -0.95163 0.48451 -0.256
O -3.47185 0.93009 -0.00668 -0.147
C -2.73885 1.82826 -0.06689 0.752
O -1.65509 2.29435 -0.04833 -0.380
Li 3.59063 -0.18719 -0.14698 0.866
Dy 0.79129 2.04509 0.16614 1.542
H 1.50247 -1.93366 -0.21025 0.393
H 0.64440 -1.00786 -1.46339 0.360
H -0.16915 -0.41072 1.43683 0.401
H -1.00764 -1.73235 0.41873 0.334

(5)
9
Properties=species:S:1:pos:R:3:mulliken_charge:R:1 method="wB97M-V/def2-TZVPD" homo_lumo_gap_ev=10.108 de_lowest_kj_mol=293.8 smiles="FC1=CC1.F" total_charge=0 e_lumo_ev=0.65
C 1.37677 0.19501 0.56863 -0.563
C 0.61276 -0.11458 -0.79749 -0.106
C 0.08092 0.73315 0.01524 0.172
F -0.71362 1.78792 0.10684 -0.239
F -2.49349 -1.18050 0.14853 -0.404
H 1.13819 -0.56700 1.45629 0.139
H 2.37697 0.62077 0.69259 0.268
H -2.93218 -0.64728 -0.56950 0.405
H 0.55368 -0.82749 -1.62113 0.328

(6)
9
Properties=species:S:1:pos:R:3:mulliken_charge:R:1 method="wB97M-V/def2-TZVPD" homo_lumo_gap_ev=10.813 de_lowest_kj_mol=89.6 smiles="CC=C(F)F" total_charge=0 e_lumo_ev=1.02
C -1.05380 0.20149 -0.02769 -0.987
C 0.12431 -0.63734 0.07018 -0.199
C 1.23192 0.03954 0.04678 0.302
H -1.56061 0.51761 0.80831 0.302
H -0.82588 0.97315 -0.60310 0.335
H -1.76206 -0.51207 -0.56030 0.259
H 0.09246 -1.62006 0.26697 0.457
F 1.25810 1.43726 0.04052 -0.237
F 2.49557 -0.39957 -0.04167 -0.233